Run 1
{"formula": "C3H8S2", "method": "ωB97M-V with the def2-TZVPD basis set", "elements": ["C", "C", "H", "H", "H", "H", "C", "S", "S", "H", "H", "H", "H"], "coordinates": [[-0.789, 1.133, -2.907], [0.275, 0.361, -2.969], [-1.606, 0.869, -2.252], [-0.842, 2.071, -3.435], [0.512, -0.454, -2.292], [1.134, 0.655, -3.559], [-0.021, 1.306, 0.344], [-0.693, -0.305, 0.779], [0.948, -1.127, 1.793], [-0.705, 2.091, 0.664], [0.992, 1.498, 0.690], [0.092, 1.350, -0.739], [0.202, -1.730, 2.728]], "lowdin_charge": [-0.091, -0.087, 0.050, 0.054, 0.049, 0.051, -0.505, 0.362, 0.297, 0.032, 0.030, -0.031, -0.210], "smiles": "C=C.CSS", "gap_ev": 8.9, "e_homo_ev": -8.37}

=====

Run 2
{"formula": "C3H8S2", "method": "ωB97M-V with the def2-TZVPD basis set", "elements": ["C", "C", "C", "S", "S", "H", "H", "H", "H", "H", "H", "H", "H"], "coordinates": [[1.973, -0.460, -0.302], [3.048, 0.120, 0.609], [0.623, 0.259, -0.179], [-0.722, -0.766, -0.722], [-2.285, 0.702, 0.417], [2.348, -0.524, -1.323], [1.890, -1.482, 0.087], [2.987, 1.214, 0.702], [4.082, -0.026, 0.295], [2.949, -0.149, 1.663], [0.463, 0.557, 0.853], [0.698, 1.215, -0.716], [-1.566, 0.003, 1.303]], "lowdin_charge": [-0.335, -0.130, -0.698, 0.544, 0.344, 0.105, 0.095, 0.072, 0.071, 0.074, 0.040, 0.082, -0.262], "smiles": "CCCSS", "gap_ev": 8.1, "e_homo_ev": -9.10}

=====

Result of the stability comparison: run 2 is the most stable of them.

=====

Run 1
{"formula": "C3H2N2O", "method": "ωB97M-V with the def2-TZVPD basis set", "elements": ["C", "C", "C", "N", "N", "O", "H", "H"], "coordinates": [[-0.816, -1.101, -0.089], [-1.261, -2.218, -0.013], [-0.731, 0.364, -0.015], [0.695, 0.773, -0.041], [1.747, 0.295, -0.032], [2.887, 0.452, -0.040], [-1.449, 0.799, -0.770], [-1.071, 0.636, 1.001]], "lowdin_charge": [-0.241, 0.169, -0.181, 0.081, -0.192, 0.101, 0.139, 0.123], "gap_ev": [10.6, 4.7], "e_homo_ev": [-10.86, -7.89]}

=====

Run 2
{"formula": "C3H2N2O", "method": "ωB97M-V with the def2-TZVPD basis set", "elements": ["C", "C", "C", "N", "N", "O", "H", "H"], "coordinates": [[-1.548, 0.281, -0.162], [0.813, -0.870, 0.023], [-0.152, 0.256, -0.483], [-2.631, 0.340, 0.200], [0.676, 0.200, 0.772], [1.197, -1.957, -0.181], [0.308, 0.863, -1.253], [1.337, 0.886, 1.084]], "lowdin_charge": [-0.193, -0.440, -0.131, 0.158, 0.164, 0.169, 0.133, 0.140], "smiles": "N#C[C@H]1NC1=O", "gap_ev": 10.7, "e_homo_ev": -10.34}

=====

Run 3
{"formula": "C3H2N2O", "method": "ωB97M-V with the def2-TZVPD basis set", "elements": ["O", "C", "C", "N", "C", "N", "H", "H"], "coordinates": [[-1.341, -0.290, 0.786], [-0.186, 0.200, 0.268], [-0.236, 1.452, -0.403], [-0.240, 2.497, -0.917], [0.849, -0.735, -0.115], [1.837, -1.438, -0.116], [-1.152, -0.652, 1.670], [0.517, -1.091, -1.142]], "lowdin_charge": [0.061, -0.297, -0.164, 0.171, -0.278, 0.200, 0.133, 0.175], "gap_ev": [8.1, 8.4], "e_homo_ev": [-9.61, -9.25]}

=====

Result of the stability comparison: run 2 is the most stable of them.

=====

Run 1
{"formula": "C5H12NO", "method": "ωB97M-V with the def2-TZVPD basis set", "elements": ["C", "C", "N", "C", "C", "C", "O", "H", "H", "H", "H", "H", "H", "H", "H", "H", "H", "H", "H"], "coordinates": [[-2.083, -0.530, -1.000], [-1.035, -0.406, 0.059], [-0.030, 0.614, -0.414], [0.878, -0.043, -1.367], [0.724, 1.112, 0.697], [1.343, 0.060, 1.840], [2.241, -0.730, 1.339], [-1.950, -1.245, -1.820], [-2.263, 0.395, -1.553], [-3.059, -0.867, -0.618], [-1.398, -0.139, 1.056], [-0.576, -1.379, 0.299], [1.896, -0.124, -0.995], [0.895, 0.435, -2.351], [0.552, -1.055, -1.628], [1.560, 1.735, 0.381], [0.060, 1.676, 1.357], [0.415, -0.362, 2.272], [1.830, 0.855, 2.445]], "mulliken_spin": [0.007, -0.004, 0.089, 0.004, 0.188, 0.030, 0.662, 0.000, -0.003, 0.000, 0.000, 0.001, 0.004, 0.006, 0.003, -0.005, -0.009, -0.001, 0.028], "gap_ev": [9.7, 8.1], "spin_multiplicity": 2, "s2": 0.7582, "e_homo_ev": [-8.73, -9.35]}

=====

Run 2
{"formula": "C5H12NO", "method": "ωB97M-V with the def2-TZVPD basis set", "elements": ["C", "O", "C", "C", "C", "C", "N", "H", "H", "H", "H", "H", "H", "H", "H", "H", "H", "H", "H"], "coordinates": [[-0.863, 0.676, 1.800], [-0.054, -0.588, 1.752], [-0.028, 1.540, 0.669], [-0.383, 1.007, -0.775], [-0.492, -0.498, -0.911], [1.433, -1.763, -1.640], [0.758, -1.262, -0.700], [-0.859, 1.279, 2.685], [-1.839, 0.441, 1.384], [0.569, -0.769, 2.482], [-0.480, 2.604, 0.906], [1.045, 1.438, 0.840], [0.130, 1.628, -1.456], [-1.449, 1.306, -0.857], [-0.633, -0.694, -1.967], [-1.286, -0.963, -0.400], [2.497, -1.960, -1.483], [0.976, -1.913, -2.566], [0.957, -1.507, 0.236]], "mulliken_spin": [0.000, 0.003, -0.012, 0.038, -0.056, 0.658, 0.310, 0.000, 0.001, -0.001, 0.000, 0.005, -0.003, -0.010, 0.018, 0.013, 0.016, 0.035, -0.015], "gap_ev": [5.8, 10.4], "spin_multiplicity": 2, "s2": 0.7528, "e_homo_ev": [-5.06, -9.67]}

=====

Result of the stability comparison: run 1 is the most stable of them.